{"formula": "C40H111N9O11", "method": "ωB97M-V/def2-TZVPD", "elements": ["C", "O", "C", "C", "C", "N", "H", "H", "H", "H", "H", "H", "H", "H", "H", "H", "H", "C", "O", "C", "C", "C", "N", "H", "H", "H", "H", "H", "H", "H", "H", "H", "H", "H", "C", "O", "C", "C", "C", "N", "H", "H", "H", "H", "H", "H", "H", "H", "H", "H", "H", "C", "O", "C", "C", "C", "N", "H", "H", "H", "H", "H", "H", "H", "H", "H", "H", "H", "C", "O", "C", "C", "C", "N", "H", "H", "H", "H", "H", "H", "H", "H", "H", "H", "H", "C", "O", "C", "C", "C", "N", "H", "H", "H", "H", "H", "H", "H", "H", "H", "H", "H", "C", "O", "C", "C", "C", "N", "H", "H", "H", "H", "H", "H", "H", "H", "H", "H", "H", "C", "O", "C", "C", "C", "N", "H", "H", "H", "H", "H", "H", "H", "H", "H", "H", "H", "C", "O", "C", "C", "C", "N", "H", "H", "H", "H", "H", "H", "H", "H", "H", "H", "H", "C", "C", "O", "H", "H", "H", "H", "H", "H", "C", "C", "O", "H", "H", "H", "H", "H", "H"], "coordinates": [[-5.075213, -6.785782, 1.047576], [-4.111636, -6.671631, -0.006695], [-3.919756, -5.260210, -0.211419], [-2.834049, -5.071290, -1.305499], [-1.528325, -5.763898, -0.944863], [-2.518671, -3.672577, -1.651652], [-5.265258, -7.852333, 1.201201], [-6.060050, -6.460518, 0.706892], [-4.726298, -6.424156, 2.014288], [-4.813505, -4.649340, -0.352653], [-3.435134, -4.912950, 0.708279], [-3.192399, -5.538915, -2.230435], [-1.799592, -6.791794, -0.703423], [-1.032548, -5.222301, -0.138736], [-0.863488, -5.736452, -1.808238], [-2.241449, -3.612138, -2.624311], [-3.392439, -3.164159, -1.585875], [2.796502, 6.774058, -2.241478], [2.027446, 5.587545, -2.062232], [2.332605, 4.524587, -2.912752], [1.457559, 3.327950, -2.520450], [2.040201, 1.977273, -2.932318], [0.097961, 3.397337, -3.053930], [3.793588, 6.480383, -1.894583], [2.394058, 7.590777, -1.652372], [2.939216, 7.072973, -3.283602], [2.101156, 4.816620, -3.946021], [3.395159, 4.256879, -2.837060], [1.393784, 3.396453, -1.429584], [3.023567, 1.970126, -2.444928], [2.298080, 1.947014, -3.998284], [1.604996, 0.989810, -2.788794], [-0.302584, 4.262994, -2.698754], [0.228574, 3.499502, -4.057619], [-4.982690, 1.579898, -6.240580], [-4.623999, 1.215619, -4.941021], [-3.283353, 1.422218, -4.658494], [-2.886869, 0.792632, -3.309893], [-3.534079, 1.565954, -2.139375], [-1.445054, 0.681924, -3.057269], [-4.757632, 2.648713, -6.400681], [-6.027881, 1.417755, -6.480567], [-4.331364, 1.253435, -7.062887], [-2.579434, 0.883639, -5.308589], [-3.031908, 2.490162, -4.691166], [-3.112014, -0.275163, -3.372964], [-4.590228, 1.478742, -1.857615], [-3.445251, 2.644903, -2.306480], [-3.096987, 1.430771, -1.144499], [-0.975588, 1.589127, -2.996738], [-1.323196, 0.313569, -2.117426], [4.696474, -0.617907, -0.609958], [5.707621, -1.285485, -1.293706], [5.592108, -1.281301, -2.699857], [6.314765, -2.500999, -3.319029], [5.896294, -2.659653, -4.779016], [5.959497, -3.714372, -2.630349], [4.860567, -0.520131, 0.463825], [3.705207, -1.082972, -0.672963], [4.534718, 0.413970, -0.946836], [4.547616, -1.312700, -3.031512], [5.966247, -0.346584, -3.129188], [7.404893, -2.390669, -3.342134], [6.267251, -1.876453, -5.450848], [4.823902, -2.740787, -4.938251], [6.512578, -3.493752, -5.123698], [6.643338, -4.443306, -2.746013], [5.620406, -3.611610, -1.687704], [-5.888076, -0.054576, -0.455613], [-4.861479, -0.663202, 0.294703], [-5.128566, -0.850037, 1.655162], [-3.838942, -0.962198, 2.482278], [-3.235555, -2.355494, 2.445715], [-4.122801, -0.489368, 3.848747], [-6.152439, 0.917975, -0.029912], [-6.811990, -0.644148, -0.391405], [-5.603258, 0.000453, -1.502381], [-5.751715, 0.020018, 1.901427], [-5.749676, -1.742435, 1.820759], [-3.046669, -0.281964, 2.161063], [-2.299634, -2.389997, 3.011042], [-2.921075, -2.511224, 1.408731], [-3.818287, -3.191638, 2.835920], [-4.656525, -1.246440, 4.286093], [-3.306404, -0.620747, 4.450196], [0.064938, 2.113838, 1.169240], [0.368142, 0.741022, 1.525881], [0.992347, -0.016802, 0.494912], [0.234696, -1.319618, 0.200736], [1.107944, -2.274081, -0.611171], [-1.062949, -1.163138, -0.389614], [-0.495789, 2.043824, 0.234367], [0.908354, 2.795557, 1.145128], [-0.681145, 2.315913, 1.938850], [1.125502, 0.485508, -0.470849], [2.019166, -0.229941, 0.809563], [0.090406, -1.730168, 1.212574], [1.545679, -1.816524, -1.498513], [0.502331, -3.135947, -0.895109], [1.884068, -2.661339, 0.051574], [-1.536776, -2.028946, -0.621014], [-1.694641, -0.528083, 0.076401], [4.646784, -0.236814, 3.706221], [3.561140, -0.131496, 4.594483], [2.488863, 0.632255, 4.101622], [1.211394, 0.139714, 4.809910], [0.911883, -1.341644, 4.558004], [0.032265, 0.751895, 4.194086], [5.548076, -0.639002, 4.164734], [4.941320, 0.783316, 3.419722], [4.369301, -0.768989, 2.792379], [2.714459, 1.690783, 4.311462], [2.330924, 0.719263, 3.020749], [1.176598, 0.316465, 5.884641], [0.121614, -1.629801, 5.254818], [1.771234, -1.963088, 4.827659], [0.518130, -1.606003, 3.577062], [0.076377, 0.536641, 3.183842], [-0.272107, 1.701331, 4.347017], [4.566520, 7.940277, 1.803745], [3.166427, 8.116305, 1.621747], [2.483223, 7.013073, 2.180527], [1.106341, 6.874028, 1.519465], [0.247478, 8.108266, 1.812781], [0.425076, 5.705457, 2.013159], [4.953605, 7.365369, 0.956286], [4.946648, 7.622369, 2.773450], [5.093943, 8.879521, 1.605603], [2.965459, 6.028967, 2.096373], [2.352378, 7.033842, 3.270459], [1.339957, 6.751972, 0.456067], [0.138736, 8.363694, 2.867357], [-0.740221, 8.035916, 1.354624], [0.741242, 8.987133, 1.390454], [-0.544505, 5.677453, 1.722217], [0.886046, 4.866138, 1.691465], [3.286582, -10.371377, -0.501527], [2.887273, -9.016320, -0.507463], [3.731759, -8.173203, -1.282210], [3.401206, -6.676030, -1.022122], [3.840541, -6.110919, 0.310415], [1.929627, -6.580692, -1.074955], [2.431701, -10.986307, -0.228628], [4.111527, -10.495175, 0.205527], [3.643854, -10.754914, -1.462178], [4.725209, -8.342465, -0.847741], [3.624890, -8.401969, -2.344376], [3.748615, -6.051588, -1.848067], [3.370733, -5.131022, 0.390211], [4.932696, -6.082501, 0.269392], [3.588824, -6.660928, 1.218135], [1.602882, -7.101566, -0.268522], [1.650901, -7.073718, -1.916432], [-4.516390, 3.210576, 5.055397], [-3.379386, 3.219730, 4.039733], [-2.589974, 2.042719, 4.177995], [-4.183320, 3.311842, 6.089637], [-5.060195, 2.267529, 4.972461], [-5.240916, 4.017665, 4.924009], [-2.679078, 4.052712, 4.111172], [-3.803741, 3.242498, 3.029138], [-3.241810, 1.339442, 4.283877], [-4.633004, 4.379700, 0.082919], [-3.124922, 4.250819, 0.173606], [-2.524099, 5.154002, 1.099154], [-4.903636, 5.376462, -0.283307], [-5.064969, 4.263226, 1.078256], [-5.194020, 3.740978, -0.598741], [-2.635112, 4.243993, -0.806064], [-2.863550, 3.228247, 0.463909], [-3.164503, 5.866877, 1.201527]], "forces_ev_per_angstrom": [[-0.09, -1.95, -0.74], [-1.18, 1.36, 0.36], [2.51, -0.08, 0.16], [0.03, -0.44, -0.92], [-0.66, -0.01, -0.18], [-0.89, 0.21, 0.84], [0.40, -0.11, -0.05], [0.09, 0.83, 0.31], [-0.08, 0.64, -0.15], [-0.34, -0.40, -0.34], [-0.20, 0.40, 0.18], [-0.31, -0.36, 0.19], [0.55, -0.05, 0.23], [-0.02, -0.26, 0.20], [0.07, -0.11, 0.05], [0.12, -0.05, 0.05], [-0.05, 0.45, -0.14], [0.96, -1.29, -0.02], [-0.97, 0.85, 0.33], [0.18, -0.38, -0.35], [-0.68, -0.88, 0.28], [2.27, 0.41, -0.42], [0.20, 0.77, 0.21], [0.23, 0.63, 0.18], [-0.15, -0.15, 0.09], [-0.49, -0.04, -0.15], [0.22, -0.12, -0.17], [0.08, 0.04, -0.05], [-0.08, -0.23, 0.01], [0.06, -0.43, -0.03], [-0.16, 0.37, -0.12], [-0.90, 0.52, 0.66], [-0.23, 0.00, -0.31], [-0.48, 0.06, -0.07], [0.96, 1.84, -0.97], [-0.72, -0.86, -0.11], [2.02, -0.64, 0.68], [-0.30, 0.18, 1.36], [-0.81, 0.77, 0.80], [0.60, 0.91, -0.60], [-0.59, 0.35, 0.47], [0.00, -0.33, 0.37], [-0.05, -1.28, 0.36], [-0.40, 0.21, -0.76], [0.00, 0.09, 0.06], [-1.05, 0.15, 0.17], [0.08, -0.33, -1.01], [0.31, 0.01, -0.32], [0.60, -0.49, -0.28], [-0.32, 0.07, -0.30], [-0.06, -0.58, -0.14], [-1.24, 0.91, 0.28], [0.32, -0.30, 0.23], [0.08, -0.39, -0.41], [-0.47, 0.69, -0.16], [1.19, 0.42, -0.56], [-0.68, -0.40, -0.02], [0.73, -0.37, -0.07], [0.14, -0.38, -0.39], [0.26, 0.06, -0.29], [-0.22, -0.28, 0.33], [0.34, 0.02, 0.07], [0.01, 0.48, 0.32], [-0.12, 0.46, 0.39], [0.05, -0.49, 0.14], [-0.79, -0.51, -0.22], [-0.02, -0.04, 0.28], [0.41, 0.11, 0.11], [-0.77, -0.72, 0.71], [1.11, -0.46, -1.14], [-0.47, 0.80, -0.05], [0.19, 0.23, 0.73], [0.96, 0.06, -0.49], [-0.43, -1.13, 1.08], [0.23, 0.30, -0.20], [-0.01, -0.15, -0.06], [0.10, 0.00, 0.23], [0.27, -0.05, 0.92], [0.02, -0.09, -0.03], [-0.30, 0.12, -0.65], [0.00, 0.27, 0.09], [-0.22, -0.51, 0.00], [-0.51, 0.22, -0.24], [-0.74, 0.39, -0.12], [0.58, 0.37, -0.58], [-1.53, -1.92, 0.50], [0.59, 0.54, -1.91], [0.05, -0.44, -0.68], [0.37, -0.19, 1.48], [-0.41, -0.19, 0.63], [-0.26, 1.03, -1.07], [0.31, 0.55, -0.30], [0.20, -0.10, 0.02], [0.25, 0.94, 0.05], [-0.41, 0.66, 0.17], [-0.03, -0.37, 0.18], [0.31, -0.44, 0.06], [-0.07, 0.04, -0.04], [0.07, 0.02, -0.23], [0.23, 0.07, -0.20], [0.17, -0.12, 0.04], [0.09, -0.08, 0.35], [-0.02, 1.31, -0.28], [0.65, -0.91, -0.28], [-0.26, 0.81, 1.19], [-1.35, 0.39, -1.67], [0.67, -0.70, 1.33], [-0.40, -0.36, -0.52], [-0.38, -0.48, 0.29], [0.05, 0.02, -0.29], [0.08, -0.24, 0.04], [-0.31, 0.07, 0.51], [0.20, -1.17, -0.20], [0.51, 0.14, -0.02], [-0.07, 0.07, 0.00], [0.01, -0.08, -0.33], [0.38, 0.38, -0.27], [-0.32, 0.46, 1.19], [0.45, 0.06, 0.36], [0.75, 1.20, -1.55], [0.76, -0.79, 1.05], [-1.25, -0.94, 0.40], [0.16, 0.64, 0.35], [0.49, 0.54, -0.72], [0.11, -0.41, 0.60], [-0.01, -0.83, 0.44], [-0.59, -0.46, 0.12], [-0.53, 0.39, 0.27], [0.61, 0.22, -0.76], [-0.02, 0.82, 0.10], [-0.30, 0.50, -0.27], [0.00, -0.58, 0.16], [-0.02, -0.09, 0.03], [-0.08, -0.03, -0.19], [0.06, -0.09, -0.08], [-0.11, -0.12, 0.00], [0.30, 0.12, 0.06], [-0.60, 0.12, -0.46], [0.87, 0.52, 1.47], [-1.98, -1.21, 0.01], [0.78, 0.00, -0.37], [0.21, 0.59, -0.09], [0.00, 0.12, 0.26], [-0.04, -0.22, 0.15], [-0.07, 0.34, -0.25], [0.47, -0.14, -0.88], [0.30, -0.12, -0.06], [0.50, -0.15, 0.12], [0.41, 0.18, 0.10], [0.01, 0.53, 0.33], [-0.32, -0.40, -0.32], [-0.37, -0.15, -0.26], [-0.48, -0.05, 0.17], [-0.07, 0.39, 0.26], [-0.06, -0.26, -0.08], [-0.19, 0.41, 0.04], [0.31, -0.16, -0.07], [-0.03, -0.01, -0.04], [0.07, 0.03, -0.32], [-0.24, 0.14, 0.20], [-0.05, 0.13, -0.06], [0.14, -0.37, -0.15], [-0.32, 0.93, 0.14], [0.32, -1.64, -0.55], [-0.65, -0.02, -0.44], [0.11, 0.19, 0.21], [-0.06, -0.02, 0.02], [0.61, -0.52, -0.01], [-0.10, 0.90, -0.15], [-0.15, 0.04, 0.66], [0.22, 0.15, 0.15]], "smiles": "COC[C@H](C)N.COC[C@H](C)N.COC[C@H](C)N.COC[C@H](C)N.COC[C@H](C)N.COC[C@H](C)N.COC[C@H](C)N.COC[C@H](C)N.COC[C@H](C)N.CCO.CCO", "charge": 0, "e_homo_ev": -7.8, "largest_force_ev_per_a": 2.51}